1.
Density functional theory data (the ωB97M-V functional and the def2-TZVPD basis) for a 14-piece molecular cluster, C31H94N14O19 overall at a distorted geometry.

ORCA input file:
```
! wB97M-V def2-TZVPD RIJCOSX def2/J DEFGRID3
* xyz 0 1
C 4.30 5.51 4.63
C 2.84 5.01 4.45
C 2.43 4.13 3.22
O 1.00 3.98 3.11
C 0.59 3.76 1.82
N 2.46 4.40 5.81
H 4.50 5.94 3.65
H 4.97 4.72 4.96
H 4.33 6.23 5.45
H 2.36 5.99 4.38
H 2.72 3.09 3.38
H 2.97 4.57 2.38
H -0.47 3.53 1.74
H 1.06 2.91 1.33
H 0.84 4.66 1.25
H 1.70 3.81 5.50
H 3.08 3.64 6.04
C -1.99 3.29 5.71
C -1.24 2.08 5.19
C -1.68 1.65 3.75
O -2.90 0.84 4.01
C -2.78 -0.46 3.54
N 0.21 2.40 5.24
H -1.58 3.50 6.70
H -3.00 2.90 5.82
H -2.01 4.07 4.94
H -1.33 1.17 5.78
H -0.87 1.14 3.23
H -1.71 2.58 3.17
H -2.76 -0.44 2.45
H -3.55 -1.06 4.02
H -1.83 -0.85 3.90
H 0.42 3.08 4.52
H 0.87 1.66 5.03
C -5.01 -3.30 -4.87
C -3.86 -2.59 -4.13
C -3.61 -3.31 -2.71
O -4.82 -3.40 -1.97
C -4.59 -3.43 -0.58
N -2.67 -2.45 -5.00
H -4.91 -2.93 -5.89
H -6.02 -3.16 -4.49
H -4.93 -4.38 -4.92
H -4.24 -1.61 -3.83
H -2.71 -2.93 -2.22
H -3.53 -4.37 -2.92
H -4.31 -2.40 -0.34
H -3.91 -4.21 -0.23
H -5.48 -3.68 0.01
H -1.93 -2.03 -4.45
H -2.97 -1.81 -5.71
C -1.47 -0.28 -1.34
C -0.85 0.30 -0.10
C 0.69 0.33 -0.16
O 1.23 -0.93 -0.60
C 2.60 -1.12 -0.79
N -1.40 1.59 0.15
H -2.50 0.00 -1.58
H -1.55 -1.32 -1.03
H -0.81 -0.24 -2.20
H -1.01 -0.36 0.75
H 1.01 0.49 0.87
H 1.10 1.15 -0.75
H 3.19 -1.10 0.13
H 3.05 -0.34 -1.40
H 2.65 -2.13 -1.20
H -0.95 2.29 -0.44
H -2.36 1.65 -0.16
C -5.11 4.48 1.76
C -4.69 2.99 1.97
O -5.13 2.44 3.28
O -6.42 4.45 1.24
H -4.37 4.95 1.12
H -5.12 5.03 2.70
H -3.61 2.93 1.87
H -4.93 2.38 1.10
H -4.36 1.94 3.56
H -6.46 4.86 0.37
C 4.39 -5.45 -0.54
C 5.45 -4.27 -0.78
O 6.48 -4.35 0.11
O 4.58 -6.64 -1.20
H 3.43 -5.01 -0.81
H 4.31 -5.51 0.55
H 4.98 -3.40 -0.32
H 5.65 -4.06 -1.83
H 7.07 -5.02 -0.24
H 5.52 -6.72 -1.37
C 2.35 -2.26 2.60
C 1.77 -3.18 3.67
O 0.53 -2.64 4.24
O 2.34 -0.90 2.99
H 1.74 -2.37 1.70
H 3.36 -2.42 2.22
H 2.52 -3.26 4.46
H 1.58 -4.12 3.15
H -0.20 -2.72 3.62
H 2.10 -0.72 3.90
C -2.36 1.27 -4.10
C -2.82 1.50 -5.64
O -2.23 0.74 -6.57
O -1.19 1.96 -3.82
H -2.14 0.20 -4.17
H -3.14 1.47 -3.37
H -2.35 2.44 -5.90
H -3.89 1.47 -5.87
H -1.33 1.05 -6.64
H -0.54 1.76 -4.49
C -6.45 0.56 -3.40
C -6.30 -0.33 -2.19
O -6.44 0.44 -1.00
O -7.86 0.89 -3.64
H -6.20 0.12 -4.36
H -5.74 1.36 -3.21
H -5.35 -0.81 -1.96
H -7.01 -1.14 -2.34
H -7.30 0.84 -0.89
H -7.99 0.58 -4.54
C 6.51 -0.93 1.62
O 6.42 -0.07 2.48
N 5.90 -1.01 0.52
N 7.02 -2.08 1.83
H 6.02 -1.80 -0.09
H 5.10 -0.41 0.36
H 7.40 -2.26 2.75
H 6.98 -2.79 1.11
C 4.23 2.37 0.12
O 3.34 2.54 -0.70
N 5.44 2.84 0.01
N 4.21 1.66 1.21
H 5.48 3.53 -0.73
H 6.14 2.60 0.70
H 3.31 1.27 1.46
H 4.95 1.79 1.89
C -1.01 -3.90 1.49
O -1.34 -2.74 1.46
N 0.02 -4.45 0.90
N -1.72 -4.81 2.06
H 0.32 -5.39 1.08
H 0.64 -3.96 0.26
H -2.49 -4.52 2.65
H -1.42 -5.76 1.95
C 0.81 -1.48 -4.86
O 1.45 -0.54 -4.41
N 0.64 -1.77 -6.14
N 0.36 -2.34 -3.95
H 0.35 -2.71 -6.36
H 1.00 -1.14 -6.85
H 0.78 -2.13 -3.05
H 0.12 -3.27 -4.26
C 4.70 1.63 -4.12
O 5.43 1.19 -4.97
N 3.71 0.98 -3.60
N 4.75 2.81 -3.55
H 3.52 1.09 -2.62
H 3.06 0.39 -4.10
H 5.49 3.45 -3.81
H 4.14 2.95 -2.75
*
```

Summary:
**E_HOMO**: -8.42 eV
**E_tot**: -3433.44044 Eh

Atom charges from the Löwdin analysis, given in e for atoms 1 to 4: C -0.07; C -0.37; C -0.15; O -0.23

***

2.
Density functional theory data (the ωB97M-V functional and the def2-TZVPD basis) for C31H96BeNO18 as an isolated structure at a distorted geometry.

ORCA input file:
```
! wB97M-V def2-TZVPD RIJCOSX def2/J DEFGRID3
* xyz 1 1
Be 1.50 17.95 -4.91
C -1.87 19.51 -6.12
C -1.06 20.40 -7.14
C -1.08 21.83 -6.51
C -0.07 22.77 -7.24
C 1.35 22.18 -7.21
C 1.42 20.77 -7.76
N 0.35 19.91 -7.12
O 0.45 18.53 -7.44
C 2.86 20.23 -7.28
C 1.43 20.82 -9.34
C -1.79 20.35 -8.52
H -2.23 18.51 -6.39
H -2.75 20.07 -5.82
H -1.29 19.44 -5.21
H -0.94 21.91 -5.43
H -2.09 22.18 -6.72
H -0.08 23.77 -6.81
H -0.46 22.93 -8.25
H 1.41 22.24 -6.12
H 2.06 22.84 -7.71
H 3.13 20.67 -6.32
H 3.67 20.71 -7.84
H 3.01 19.15 -7.34
H 1.09 19.91 -9.84
H 2.38 20.96 -9.85
H 0.87 21.68 -9.70
H -1.90 19.28 -8.70
H -1.08 20.76 -9.24
H -2.76 20.84 -8.46
C 4.72 16.31 -10.43
C 4.36 17.69 -9.89
O 3.13 17.51 -9.23
H 4.77 15.56 -9.65
H 5.73 16.44 -10.81
H 3.98 15.99 -11.16
H 4.36 18.37 -10.75
H 5.15 17.96 -9.20
H 2.89 18.33 -8.78
C -1.03 24.39 -3.45
C -0.99 24.32 -1.90
O 0.29 24.33 -1.38
H -2.07 24.49 -3.77
H -0.73 23.49 -3.99
H -0.54 25.31 -3.75
H -1.58 23.48 -1.51
H -1.51 25.13 -1.40
H 0.49 25.20 -1.03
C -3.04 24.84 -7.94
C -3.11 25.14 -6.46
O -2.38 26.30 -6.28
H -3.13 25.76 -8.51
H -3.63 23.98 -8.25
H -2.01 24.61 -8.22
H -2.85 24.25 -5.88
H -4.13 25.39 -6.17
H -2.88 26.89 -6.85
C -4.56 17.67 -3.83
C -5.84 17.37 -4.52
O -6.36 16.03 -4.33
H -4.30 18.72 -3.94
H -3.76 17.12 -4.31
H -4.59 17.40 -2.77
H -5.96 17.68 -5.56
H -6.66 17.97 -4.14
H -6.55 15.62 -5.18
C -4.14 20.09 -12.25
C -2.76 20.34 -12.68
O -2.28 19.37 -13.60
H -4.72 19.98 -13.16
H -4.56 20.97 -11.76
H -4.26 19.27 -11.54
H -2.03 20.38 -11.87
H -2.82 21.33 -13.12
H -1.90 18.65 -13.09
C 4.79 24.61 -9.17
C 5.46 24.45 -7.74
O 6.22 23.25 -7.64
H 4.16 25.47 -9.38
H 4.23 23.69 -9.29
H 5.56 24.53 -9.94
H 4.67 24.46 -6.99
H 6.10 25.30 -7.49
H 6.71 23.19 -6.82
C 0.72 23.49 -11.85
C 1.86 22.48 -12.29
O 2.44 22.86 -13.52
H -0.21 23.42 -12.41
H 1.11 24.49 -12.05
H 0.68 23.54 -10.76
H 1.53 21.44 -12.34
H 2.66 22.25 -11.59
H 3.19 22.30 -13.73
C 3.83 24.77 -2.87
C 2.64 24.33 -3.67
O 2.21 23.02 -3.30
H 4.03 25.83 -3.04
H 4.73 24.27 -3.23
H 3.85 24.59 -1.80
H 2.67 24.40 -4.76
H 1.80 24.97 -3.37
H 1.56 23.08 -2.60
O 3.90 19.05 -4.46
H 4.22 19.87 -4.10
H 4.28 18.38 -3.89
O 1.17 20.35 -3.99
H 1.49 21.24 -4.11
H 0.40 20.45 -3.43
O -0.33 16.03 -5.43
H -0.84 15.44 -4.88
H -0.85 16.13 -6.23
O 3.11 16.63 -6.35
H 3.43 16.73 -7.24
H 3.58 15.87 -6.01
O 5.12 21.39 -3.99
H 5.89 21.62 -4.51
H 4.42 21.95 -4.34
O 0.34 17.09 -10.12
H 1.22 16.98 -9.76
H -0.09 17.71 -9.53
O -0.02 17.78 -3.10
H 0.01 16.88 -2.76
H -0.26 18.31 -2.34
C 6.78 19.87 -11.48
C 6.80 21.26 -10.76
C 6.52 22.41 -11.77
O 5.93 21.26 -9.63
H 7.17 19.10 -10.81
H 7.30 19.80 -12.43
H 5.73 19.58 -11.52
H 7.82 21.31 -10.38
H 6.86 23.38 -11.42
H 5.47 22.32 -12.06
H 7.14 22.23 -12.65
H 6.33 21.91 -9.05
C -3.06 15.46 -9.43
C -3.39 15.64 -7.98
C -3.82 14.35 -7.27
O -2.01 15.91 -7.52
H -3.91 15.04 -9.97
H -2.26 14.75 -9.66
H -2.78 16.42 -9.87
H -4.05 16.46 -7.70
H -3.22 13.48 -7.51
H -4.83 14.07 -7.57
H -3.97 14.42 -6.19
H -1.74 16.78 -7.82
*
```

Summary:
**E_HOMO**: -9.20 eV
**E_tot**: -2661.97329 Eh

Atom charges from the Löwdin analysis, given in e for atoms 1 to 4: Be 1.02; C -0.03; C -0.46; C -0.12

***

3.
Density functional theory data (the ωB97M-V functional and the def2-TZVPD basis) for a 14-piece molecular cluster, C32H100N8O14 overall at a distorted geometry.

ORCA input file:
```
! wB97M-V def2-TZVPD RIJCOSX def2/J DEFGRID3
* xyz 0 1
O 0.50 -0.47 5.24
H -0.46 -0.40 5.27
H 0.90 -0.12 4.44
O -2.47 1.76 0.66
H -2.68 2.04 -0.25
H -1.80 2.45 0.94
O 1.79 2.88 5.42
H 1.64 1.97 5.67
H 2.06 3.35 6.22
O -1.88 3.17 4.03
H -1.80 3.19 4.99
H -2.82 3.00 3.78
O 2.56 -3.00 5.09
H 2.00 -3.40 5.79
H 2.23 -2.08 5.03
O -3.67 1.02 2.98
H -3.17 0.34 3.45
H -3.25 1.12 2.13
C 4.02 4.41 0.48
C 4.07 3.04 1.20
C 5.08 2.20 0.47
O 4.52 1.83 -0.84
C 5.50 1.34 -1.70
N 4.46 3.04 2.58
H 3.31 5.13 0.88
H 3.74 4.31 -0.58
H 4.95 4.96 0.49
H 3.11 2.53 1.24
H 5.23 1.20 1.00
H 6.07 2.71 0.50
H 6.32 2.01 -1.90
H 4.92 1.23 -2.66
H 5.94 0.37 -1.53
H 4.92 3.86 2.92
H 3.69 2.83 3.23
C 3.92 -2.40 2.02
C 4.37 -2.20 0.59
C 4.19 -3.47 -0.10
O 4.63 -3.37 -1.44
C 4.47 -4.64 -2.09
N 3.52 -1.19 -0.08
H 4.34 -1.63 2.67
H 4.30 -3.26 2.58
H 2.82 -2.36 1.96
H 5.44 -1.92 0.56
H 3.13 -3.83 -0.04
H 4.81 -4.23 0.38
H 3.56 -5.10 -1.72
H 5.35 -5.30 -1.87
H 4.47 -4.42 -3.16
H 3.75 -1.27 -1.08
H 3.86 -0.25 0.12
C 0.08 3.37 -3.09
C 0.15 2.20 -2.12
C -0.70 1.05 -2.65
O -2.06 1.38 -2.52
C -2.97 0.54 -3.17
N 1.56 1.68 -1.99
H 0.88 4.05 -2.81
H -0.87 3.85 -3.19
H 0.22 3.04 -4.10
H -0.20 2.53 -1.15
H -0.38 0.19 -2.03
H -0.32 0.86 -3.66
H -2.80 0.50 -4.26
H -3.98 0.97 -3.07
H -2.92 -0.50 -2.72
H 1.75 1.37 -1.05
H 2.28 2.35 -2.18
C 0.79 -4.14 -3.80
C -0.22 -3.62 -2.74
C -1.32 -4.60 -2.46
O -2.31 -4.41 -3.47
C -3.28 -5.36 -3.45
N 0.56 -3.39 -1.50
H 1.76 -3.59 -3.61
H 0.50 -4.06 -4.85
H 1.01 -5.17 -3.54
H -0.74 -2.73 -3.14
H -1.77 -4.27 -1.47
H -0.93 -5.63 -2.38
H -3.88 -5.42 -2.50
H -2.89 -6.35 -3.73
H -3.92 -5.13 -4.30
H 1.32 -2.73 -1.70
H -0.07 -2.93 -0.83
C -0.93 -3.75 3.02
C -0.18 -5.01 2.68
C 1.14 -4.66 1.93
O 2.00 -5.81 1.60
C 1.50 -6.53 0.50
N 0.19 -5.75 3.97
H -1.91 -3.96 3.41
H -1.05 -3.29 2.07
H -0.43 -3.14 3.77
H -0.83 -5.65 2.01
H 1.72 -4.09 2.64
H 0.83 -4.03 1.08
H 0.53 -6.92 0.79
H 2.16 -7.39 0.38
H 1.46 -5.94 -0.43
H 0.86 -6.48 3.92
H -0.59 -6.26 4.38
C -6.48 -1.32 1.46
C -5.46 -0.59 0.54
C -4.97 -1.53 -0.60
O -4.54 -2.81 -0.21
C -3.28 -2.71 0.38
N -5.87 0.65 -0.12
H -7.49 -1.23 1.03
H -6.46 -0.85 2.46
H -6.30 -2.40 1.44
H -4.65 -0.41 1.23
H -4.14 -0.99 -1.09
H -5.78 -1.54 -1.34
H -2.57 -2.31 -0.37
H -2.98 -3.68 0.81
H -3.40 -1.96 1.20
H -6.71 0.44 -0.66
H -6.21 1.30 0.56
C -2.19 5.98 -1.44
C -2.98 6.80 -2.54
C -2.75 6.15 -3.91
O -3.48 6.86 -4.88
C -2.74 7.69 -5.70
N -4.41 6.91 -2.11
H -1.13 6.11 -1.78
H -2.56 4.96 -1.39
H -2.30 6.48 -0.48
H -2.69 7.86 -2.65
H -3.13 5.12 -3.90
H -1.66 6.06 -4.09
H -2.48 8.57 -5.14
H -3.36 7.94 -6.58
H -1.83 7.19 -6.02
H -4.69 5.99 -1.75
H -4.93 6.98 -2.97
C 0.26 -0.12 1.12
C 1.34 0.75 1.73
C 0.83 2.08 2.36
O 0.28 2.99 1.36
C 0.43 4.33 1.75
N 2.00 0.07 2.83
H -0.26 0.42 0.31
H -0.50 -0.42 1.85
H 0.73 -0.97 0.60
H 2.06 1.01 0.95
H 1.64 2.56 2.90
H 0.13 1.82 3.13
H 1.49 4.61 1.76
H 0.06 4.46 2.79
H -0.20 4.88 1.05
H 2.18 -0.85 2.50
H 2.91 0.44 3.16
*
```

Summary:
**E_HOMO**: -9.08 eV
**E_tot**: -2770.41922 Eh
**Energy above the lowest of the compared OMol25 structures with the same formula, charge and spin**: 33.1 kcal/mol

Atom charges from the Löwdin analysis, given in e for atoms 1 to 4: O -0.07; H 0.04; H -0.03; O -0.07

***

Frontier orbital gap in eV, matching the order above: 8.1; 4.5; 9.4